Molecular formula: C32H63AgBGeN2O4P2S
Method: DFT, ωB97M-V with the def2-TZVPD basis set

Positions of all 107 atoms, in Å:
Ag1 -0.088970 0.323147 -0.083988
C1 3.262794 1.149607 0.877984
C2 3.524666 0.827107 -0.595727
C3 4.192147 -0.548256 -0.664556
C4 4.495776 1.884678 -1.134055
P1 1.835665 0.837445 -1.449372
C5 1.619892 2.630489 -1.895613
N1 0.978897 3.214736 -0.743780
B1 -0.006003 2.474657 -0.001695
N2 -0.720578 3.422982 0.779268
C6 -1.820822 3.042862 1.635938
P2 -1.805690 1.172209 1.456091
C7 -3.487751 0.380483 1.923248
C8 -4.301448 -0.124869 0.723321
C9 -4.302184 1.483367 2.617028
C10 -3.361041 -0.845231 2.844028
C11 -0.785414 0.914651 3.145263
C12 -0.260840 -0.523759 3.273836
C13 -1.481439 1.347298 4.445365
C14 0.479768 1.783441 3.083641
C15 -0.300613 4.697305 0.422416
C16 -0.721889 5.943575 0.847382
C17 -0.116651 7.073059 0.292635
C18 0.883667 6.952355 -0.663518
C19 1.318291 5.694820 -1.091047
C20 0.732059 4.573052 -0.537167
C21 1.893944 -0.017112 -3.123001
C22 0.546924 0.267504 -3.806226
C23 3.025710 0.505273 -4.011672
C24 1.995822 -1.539277 -2.976025
H1 4.216543 1.184557 1.416832
H2 2.633883 0.390027 1.343438
H3 2.775262 2.119907 0.985889
H4 5.029878 -0.563239 0.041195
H5 4.591587 -0.758050 -1.655344
H6 3.505596 -1.349407 -0.382321
H7 5.469313 1.728817 -0.657278
H8 4.170202 2.895415 -0.883048
H9 4.637768 1.820734 -2.211710
H10 0.956487 2.679521 -2.760463
H11 2.563958 3.115548 -2.138952
H12 -2.760076 3.442557 1.265544
H13 -1.664700 3.368107 2.664632
H14 -4.641395 0.678748 0.080147
H15 -5.175043 -0.650596 1.125047
H16 -3.720597 -0.815238 0.110127
H17 -4.536949 2.282384 1.913519
H18 -3.796683 1.909701 3.482836
H19 -5.249317 1.050904 2.957410
H20 -2.840035 -1.656369 2.337615
H21 -4.375065 -1.196199 3.056179
H22 -2.882819 -0.655549 3.797392
H23 -1.037660 -1.285378 3.263347
H24 0.302327 -0.626468 4.210442
H25 0.418164 -0.755198 2.454302
H26 -2.353603 0.760917 4.718827
H27 -1.788190 2.394091 4.404916
H28 -0.761604 1.258595 5.267693
H29 1.040403 1.603852 2.172463
H30 1.126815 1.518878 3.928976
H31 0.273807 2.853620 3.148475
H32 -1.517976 6.036256 1.576100
H33 -0.441794 8.057710 0.604744
H34 1.326749 7.842992 -1.091166
H35 2.089337 5.601865 -1.847176
H36 0.410660 1.314730 -4.071486
H37 -0.302176 -0.003875 -3.177343
H38 0.506083 -0.327389 -4.724630
H39 2.996098 1.592525 -4.118072
H40 2.912099 0.073893 -5.011520
H41 4.009472 0.215036 -3.638438
H42 1.258558 -1.910366 -2.266951
H43 2.980690 -1.880032 -2.669122
H44 1.773522 -1.994653 -3.946279
O1 -2.341977 -0.066080 -1.755611
S1 -2.513251 1.400748 -1.712328
O2 -3.620210 1.882233 -2.509966
O3 -1.214056 2.062875 -2.056238
O4 -2.789659 1.789128 -0.247797
C25 3.783638 -5.261489 0.263986
C26 2.502317 -4.866851 0.994531
C27 1.626842 -3.916323 0.184808
C28 0.341348 -3.493073 0.891869
Ge1 -0.749938 -2.127445 -0.099315
C29 -1.144837 -2.912979 -1.892963
C30 -2.522445 -3.577878 -1.960790
C31 -2.629000 -4.841994 -1.115768
C32 -4.008965 -5.488405 -1.189319
H45 4.408395 -5.927370 0.863070
H46 4.376322 -4.375247 0.019234
H47 3.553995 -5.771632 -0.675164
H48 2.752215 -4.389747 1.948074
H49 1.923710 -5.762586 1.241991
H50 1.387049 -4.389889 -0.775488
H51 2.224368 -3.029532 -0.066572
H52 0.586097 -3.074762 1.876156
H53 -0.280447 -4.377623 1.075396
H54 -2.114475 -2.324277 0.606923
H55 -0.370436 -3.639383 -2.172996
H56 -1.110242 -2.093189 -2.607345
H57 -2.765848 -3.832644 -3.000954
H58 -3.279690 -2.854419 -1.639533
H59 -2.395128 -4.597071 -0.075217
H60 -1.865929 -5.558341 -1.444689
H61 -4.775622 -4.794606 -0.833921
H62 -4.067669 -6.394780 -0.581819
H63 -4.260737 -5.756854 -2.218999

Cartesian forces, eV/Å:
Ag -0.27 -0.04 0.26
C 0.01 0.06 0.02
C -0.03 -0.01 0.04
C -0.07 -0.02 0.04
C 0.02 -0.04 0.03
P 0.13 0.07 -0.39
C -0.08 -0.02 0.06
N 0.14 0.11 0.02
B -0.02 0.12 -0.28
N -0.08 0.01 0.06
C 0.07 -0.06 -0.20
P 0.22 0.04 0.53
C -0.02 -0.03 -0.05
C 0.01 -0.04 -0.08
C -0.03 -0.05 -0.03
C -0.07 0.06 0.04
C 0.09 -0.09 -0.14
C -0.15 -0.03 0.09
C -0.02 -0.01 0.04
C -0.04 0.06 0.05
C -0.04 -0.04 0.06
C 0.00 -0.04 -0.02
C 0.05 -0.02 -0.04
C -0.05 -0.05 0.04
C 0.00 -0.01 0.02
C 0.01 -0.12 -0.04
C 0.02 0.06 -0.02
C -0.08 0.02 0.03
C 0.01 -0.03 0.01
C 0.00 0.05 0.01
H -0.03 -0.02 -0.03
H -0.01 -0.04 0.01
H 0.00 -0.02 0.03
H -0.03 0.00 -0.04
H -0.02 -0.05 -0.06
H 0.01 0.04 -0.04
H -0.02 0.01 -0.02
H 0.01 -0.04 0.00
H 0.01 0.00 -0.04
H -0.01 0.03 0.01
H 0.01 0.01 0.01
H -0.05 0.00 -0.02
H 0.03 0.01 0.03
H -0.03 -0.01 0.04
H 0.03 -0.04 -0.01
H -0.08 0.06 0.03
H 0.01 -0.01 -0.01
H -0.04 0.02 0.00
H 0.03 0.01 -0.01
H -0.04 0.03 0.03
H -0.01 0.03 0.00
H -0.05 -0.05 -0.06
H 0.15 0.05 0.02
H -0.02 0.02 -0.03
H 0.08 -0.01 -0.10
H 0.03 0.04 0.02
H 0.00 0.00 0.05
H -0.01 0.00 0.00
H 0.05 0.01 -0.05
H -0.01 0.01 -0.03
H 0.03 -0.05 -0.01
H 0.01 0.00 -0.01
H 0.00 -0.01 0.00
H 0.00 -0.01 0.00
H -0.02 0.00 0.01
H 0.02 -0.04 -0.02
H -0.01 -0.04 0.00
H 0.01 0.03 0.03
H -0.01 -0.02 0.00
H 0.01 0.01 0.03
H 0.01 0.02 0.00
H -0.02 -0.03 0.06
H 0.11 0.00 0.07
H 0.03 0.02 0.04
O 0.11 0.27 -0.06
S 0.17 0.08 0.11
O 0.11 -0.01 -0.02
O -0.30 -0.13 0.21
O -0.05 0.00 -0.32
C -0.05 0.03 0.01
C 0.05 -0.02 -0.01
C -0.04 0.08 0.00
C 0.10 -0.06 -0.03
Ge 0.17 -0.09 -0.01
C -0.04 -0.12 0.04
C 0.05 0.04 0.00
C -0.02 -0.01 0.00
C 0.02 0.04 0.00
H -0.01 0.01 -0.01
H -0.01 -0.03 0.00
H 0.01 0.01 0.01
H 0.00 -0.02 0.00
H 0.01 0.00 0.01
H -0.01 0.02 0.02
H -0.05 0.00 0.00
H 0.00 -0.03 -0.03
H 0.02 0.03 -0.02
H -0.10 -0.03 0.05
H -0.01 0.04 0.01
H 0.00 0.03 -0.05
H 0.00 0.00 0.00
H 0.02 -0.02 -0.01
H -0.01 -0.01 -0.02
H -0.01 0.01 0.01
H 0.02 -0.03 -0.01
H 0.00 0.01 -0.01
H 0.00 0.00 0.02

- E (eV) = -135985.035
- charge = -1
- molecular weight (g mol⁻¹) = 825.17